a:
Molecular formula: H9O4
Method: DFT, ωB97M-V/def2-TZVPD

```
! RIJCOSX wB97M-V def2-TZVPD def2/J DEFGRID3
* xyz 1 1
O -1.498 -0.620 1.923
O 0.907 2.382 -1.247
O 0.120 0.346 0.233
O 0.565 -1.984 -0.618
H -2.439 -0.796 2.060
H 0.386 -0.504 -0.277
H 0.187 -2.401 -1.404
H 1.215 3.288 -1.161
H -1.060 -1.072 2.656
H 0.004 1.181 -0.297
H 0.719 2.230 -2.178
H -0.609 0.173 0.923
H 1.501 -2.222 -0.615
*
```

Computed properties:
Frontier orbital gap = 13.0766 eV

***

b:
Molecular formula: H9O4
Method: DFT, ωB97M-V/def2-TZVPD

```
! RIJCOSX wB97M-V def2-TZVPD def2/J DEFGRID3
* xyz 1 1
O -0.814 1.034 -2.035
O -1.692 -1.076 1.226
O 0.035 0.560 0.233
O 2.539 -0.397 0.277
H -1.742 0.941 -1.854
H 0.977 0.197 0.245
H 2.948 -1.261 0.413
H 3.156 0.222 0.744
H -0.781 1.989 -2.164
H -2.638 -1.199 1.279
H -0.175 0.815 -0.787
H -1.262 -1.607 1.929
H -0.552 -0.216 0.494
*
```

Computed properties:
Frontier orbital gap = 13.2699 eV

***

c:
Molecular formula: H9O4
Method: DFT, ωB97M-V/def2-TZVPD

```
! RIJCOSX wB97M-V def2-TZVPD def2/J DEFGRID3
* xyz 1 1
O -0.025 2.287 0.230
O -1.996 -1.332 0.468
O 2.208 -0.762 -0.086
O -0.145 -0.078 -0.824
H 2.770 -0.788 -0.871
H -0.045 3.085 -0.320
H -0.057 2.593 1.139
H -0.164 0.863 -0.462
H 2.464 -1.511 0.462
H 0.767 -0.429 -0.518
H -0.856 -0.585 -0.307
H -1.994 -2.276 0.640
H -2.929 -1.067 0.450
*
```

Computed properties:
Frontier orbital gap = 13.5489 eV

***

Most favorable structure: c. The second most favorable one is 0.0077 hartree above it.